Entry 1:
Here is C7H19N4O11Sr as an isolated structure in a non-equilibrium geometry from OMol25. Energies are from ωB97M-V/def2-TZVPD.

Computed properties:
HOMO ... -11.9 eV
Total charge ... +1
Lowest unoccupied orbital energy ... -0.1269 hartree
Frontier orbital gap ... 8.5 eV

Geometry (Å):
H  -1.0598  0.4291  2.7254
H  0.1921  3.9068  1.4794
H  1.1859  -2.7064  2.9116
O  2.1070  -0.4156  2.8079
H  2.3615  -2.8872  1.5855
C  0.7478  3.0975  1.9707
N  1.5950  -0.9504  1.8477
H  2.7746  2.3208  1.6986
H  -1.2825  1.9545  3.4221
Sr  -0.5374  1.1801  -0.4924
H  0.4021  -2.2637  -3.8773
N  -1.8919  -1.9111  0.4828
O  -1.3212  -2.5336  -0.4379
H  0.1625  1.0702  3.8728
C  -0.4894  1.3073  3.0353
O  1.8695  -2.6011  -1.4245
H  2.4995  4.0103  1.1330
H  0.8266  3.4992  2.9812
H  -5.2362  0.1352  -2.9677
O  1.7754  2.4611  -0.0544
C  2.9355  2.0425  -0.7872
C  2.0659  3.0150  1.2418
H  0.5402  -3.7438  -2.9728
H  -4.4867  0.1292  -1.2872
O  -2.9800  -0.4068  -4.0599
O  -2.1606  -0.6735  0.3425
O  -1.9471  -2.4267  1.6103
C  -4.4977  -0.2833  -2.2894
H  3.5057  1.3248  -0.1989
H  0.5951  -2.6516  1.2323
O  -2.2550  0.5282  -2.3138
H  -4.5887  -1.3674  -2.3023
H  3.5485  2.8701  -1.1468
O  1.2339  -0.3130  0.8702
N  1.0312  -1.9836  -2.0150
N  -3.1578  -0.0361  -2.9328
H  2.6110  1.5591  -1.7097
O  0.7074  -0.8105  -1.8435
H  -0.9329  -2.6368  -2.9259
C  0.1465  -2.7340  -2.9187
C  1.4291  -2.4198  1.8928
O  -0.0250  1.9150  1.8142

Cartesian forces (eV/Å) of the 3 atoms listed first:
H 0.41 -0.29 0.01
H -0.16 -0.05 -0.18
H 0.11 0.18 0.02

Entry 2:
Here is a 2-piece molecular cluster, C11H13NO2Se overall in a non-equilibrium geometry from OMol25. Energies are from ωB97M-V/def2-TZVPD.

Computed properties:
HOMO (alpha / beta) ... -8.0 / -8.0 eV
Lowest unoccupied orbital energy (alpha / beta) ... -0.0121 / -0.0121 hartree
Energy above the lowest of the compared OMol25 structures with the same formula, charge and spin ... 1.421 eV
Frontier orbital gap (alpha / beta) ... 7.6 / 7.6 eV

Geometry (Å):
C  1.7729  -1.8227  0.3019
H  -3.2154  -0.5412  0.9691
H  -1.0621  -2.4531  -0.2686
H  3.2908  -1.0013  1.4671
H  -1.1124  3.4916  -1.2236
Se  1.0624  2.2016  0.2086
C  -2.6941  0.2937  0.4469
C  -3.4465  1.0766  -0.4642
H  -0.4682  -2.9993  -1.7812
C  1.5891  1.0199  1.4874
H  0.8838  0.3177  1.9894
C  -2.8364  2.1924  -1.0939
C  0.8302  -1.7842  -0.5809
H  -4.4780  0.9856  -0.5776
H  -3.4444  2.9787  -1.5651
H  0.4150  -0.9253  -1.1099
C  2.7490  -0.7222  0.6243
H  -0.7482  -0.2208  1.2386
C  -1.5032  2.4285  -0.8953
C  -0.7930  1.6234  -0.0505
O  2.5984  0.2772  -1.3371
H  2.4844  1.4449  1.9941
H  0.1019  -3.7939  0.0146
O  4.2019  0.9181  -0.0812
C  -1.3063  0.5147  0.6152
C  -0.1377  -2.9184  -0.7191
N  3.2641  0.1803  -0.3190
H  2.0020  -2.7623  0.7101

Cartesian forces (eV/Å) of the 3 atoms listed first:
C 2.75 2.45 -0.24
H 0.62 0.72 -0.40
H 0.45 -0.57 -0.24